1:
The following is a DFT calculation (ωB97M-V/def2-TZVPD) of C6H13NO3 as an isolated structure.

Properties
- HOMO-LUMO gap: 0.3066 Ha
- LUMO: 0.67 eV

Each line ends with the Mulliken charge.
Positions of all 23 atoms, in Å:
C -1.6795 0.8109 -0.1274  -0.167
H -2.6477 -1.6990 -0.3146  0.372
H 0.4884 1.6445 -0.2549  0.416
H 0.2381 0.4901 1.9374  0.292
H -1.4080 -2.5613 0.6045  0.407
H -1.7909 0.6703 -1.2094  0.352
H 2.7681 -0.9908 -2.1298  0.241
H 3.8336 0.2786 -1.5132  0.342
H -1.0683 2.7651 -0.5212  0.314
H -2.6233 0.4476 1.3182  0.551
O 1.4901 -0.8266 0.4168  -0.553
C 2.0386 -0.0212 -0.3827  0.876
C -1.5908 -1.7061 -0.0452  -1.472
H -0.7332 2.2804 0.9961  0.307
C -1.2149 -0.4145 0.6457  0.701
N -0.7163 1.9828 0.0228  -0.291
C 3.1770 -0.5386 -1.2258  -1.056
C -0.0761 -0.4317 1.4613  -1.226
O -2.8999 1.1041 0.4617  -0.589
O 1.6491 1.1720 -0.5907  -0.718
H 0.0384 -1.2971 2.0988  0.343
H -1.0099 -1.8586 -0.9598  0.253
H 3.7374 -1.3009 -0.6886  0.304



2:
The following is a DFT calculation (ωB97M-V/def2-TZVPD) of a 2-piece molecular cluster, C6H13NO3 overall.

Properties
- SMILES: CC[C@@H](CO)OCC#N.O
- HOMO-LUMO gap: 0.3841 Ha
- LUMO: 0.23 eV

Each line ends with the Mulliken charge.
Positions of all 23 atoms, in Å:
C -0.4250 1.0730 1.4251  -0.241
O -0.0318 0.7928 2.7375  -0.423
H 1.7797 1.7613 2.6037  0.302
H 0.7842 -1.6967 -0.5877  0.463
H 1.9429 2.8710 4.8029  0.313
H 1.0567 -0.1047 4.9167  0.291
H 3.1549 -0.2247 2.4672  0.464
H 0.2833 2.3386 5.0795  0.281
H 0.2804 1.7592 0.9259  0.311
C 1.6278 0.7333 4.4927  -0.456
C -0.5833 -0.1550 0.5846  0.397
H -1.3960 1.5892 1.4472  0.414
C 1.3707 0.8108 2.9968  0.191
H 1.5924 1.9827 6.2743  0.369
H 0.6978 -1.6260 2.4117  0.380
C 2.0885 -0.2831 2.2175  -0.715
C 1.3343 2.0473 5.2080  -1.212
H 2.6922 0.4921 4.6386  0.303
N -0.7483 -1.3429 0.6011  -0.684
O 1.6665 -1.6146 2.3982  -0.542
H 2.0000 -0.0119 1.1513  0.284
O 1.1938 -0.8652 -1.3564  -0.770
H 1.3133 0.0598 -1.5930  0.281



3:
The following is a DFT calculation (ωB97M-V/def2-TZVPD) of a 2-piece molecular cluster, C6H13NO3 overall.

Properties
- SMILES: CCCCC#N.OC(O)O
- HOMO-LUMO gap: 0.4144 Ha
- LUMO: 0.76 eV

Each line ends with the Mulliken charge.
Positions of all 23 atoms, in Å:
O -4.6434 -0.6625 -1.3410  -0.505
C 4.2007 -0.6180 0.9051  -1.085
H 0.4669 1.7118 -0.8384  0.381
N -0.8440 -0.9339 0.5746  -0.482
H 0.9159 0.2494 -1.6039  0.245
H -3.7981 1.6458 -0.5589  0.284
H -5.6596 -0.5388 -1.1867  0.323
H 3.7323 -0.5037 1.8867  0.301
H -4.9509 -1.0751 1.3319  0.318
O -4.9957 -0.2433 0.8824  -0.550
H 2.0194 1.0537 1.1705  0.311
O -3.2786 0.9099 -0.2570  -0.415
H 5.1977 -0.1385 0.8132  0.304
C 3.1943 -0.1398 -0.1284  -0.393
C -4.0312 -0.2279 -0.1838  0.304
H 4.3801 -1.6946 0.6537  0.300
H 2.5050 -1.0730 -0.1606  0.196
C 2.1428 0.9285 0.0824  -0.474
H 2.5325 1.8719 -0.2597  0.320
H 3.4920 -0.1387 -1.2189  0.310
H -3.2745 -0.9533 -0.0628  0.239
C -0.1180 -0.1827 0.0996  0.325
C 0.8144 0.7528 -0.5999  -0.557



3 comes first in stability; the runner-up is 0.0241 hartree higher.



1:
The following is a DFT calculation (ωB97M-V/def2-TZVPD) of H26KrO13 as an isolated structure.

Properties
- HOMO-LUMO gap: 0.3674 Ha
- LUMO: -0.45 eV

Each line ends with the Mulliken charge.
Positions of all 40 atoms, in Å:
H -1.9054 1.8751 2.6037  0.416
H 3.7800 0.7052 2.7155  0.274
O -1.0079 0.5416 3.3069  -0.675
H 1.1168 -3.5953 -0.9180  0.283
O 2.7974 2.7425 0.1750  -0.647
H -3.0248 0.7587 -1.1603  0.371
H 3.0517 1.9018 0.5553  0.360
O -2.3638 -2.6516 -0.8344  -0.629
H -1.4435 -2.5743 -0.5829  0.235
H -2.5939 -1.7858 -1.1716  0.416
O -3.2586 -0.1161 -1.4708  -0.700
H 1.3777 -1.3736 4.0190  0.290
O 0.7027 -2.6321 -4.0836  -0.618
O -2.4824 2.5812 2.3128  -0.626
H -0.3291 -0.1330 3.3273  0.279
O 0.3266 -3.7569 -0.4026  -0.522
H -2.7117 -0.2501 -2.2449  0.367
O 3.4322 0.3265 1.9081  -0.631
O -2.3885 2.5647 -0.6729  -0.621
O 4.1213 -1.5668 -0.3365  -0.616
H 0.2646 -4.7107 -0.3508  0.264
H 4.1752 -2.4697 -0.0234  0.305
H 0.0896 -1.9848 -3.7352  0.368
H 2.5721 -0.0143 2.1540  0.352
H 1.3244 -2.7815 -3.3713  0.294
H -0.3256 4.8555 0.4207  0.298
O 0.0719 4.0681 0.7925  -0.592
H -0.5914 0.2233 -3.7980  0.324
Kr 0.0946 -0.0924 -0.2524  -0.006
H -1.8496 -0.4647 -4.2833  0.281
H -2.4135 2.5697 1.3582  0.304
O 1.4243 -1.2462 3.0715  -0.670
H 1.9208 2.9076 0.5220  0.310
H -0.2304 3.3570 0.2276  0.263
O -1.2352 -0.4402 -3.5497  -0.658
H 3.6292 -1.1061 0.3431  0.322
H 0.8366 -1.9101 2.7109  0.312
H -1.8067 0.0711 3.0684  0.354
H -3.2578 2.9136 -0.8699  0.292
H -1.8899 2.6930 -1.4798  0.279



2:
The following is a DFT calculation (ωB97M-V/def2-TZVPD) of H26KrO13 as an isolated structure.

Properties
- HOMO-LUMO gap: 0.3598 Ha
- LUMO: -0.67 eV

Each line ends with the Mulliken charge.
Positions of all 40 atoms, in Å:
O 16.4134 3.0197 -7.3581  -0.561
O 14.0798 7.5679 -9.5998  -0.676
H 19.2965 3.9434 -8.8420  0.431
O 13.8026 2.1093 -10.8519  -0.562
O 14.8205 4.6643 -13.4104  -0.590
H 15.8127 -0.2550 -8.8865  0.282
O 16.5997 8.1136 -8.9912  -0.703
H 14.1812 3.9648 -13.2754  0.328
H 15.7617 1.2406 -8.6575  0.287
H 16.3962 3.7169 -6.7025  0.244
O 19.5280 4.2892 -10.6115  -0.682
H 17.8719 7.4610 -10.2426  0.377
H 16.3705 1.8006 -11.5389  0.316
O 12.7909 5.4486 -7.8670  -0.641
H 13.2576 2.4026 -10.1218  0.321
O 16.3725 0.5096 -8.7509  -0.581
H 15.7247 7.8686 -9.2919  0.408
H 17.3846 2.4647 -12.4457  0.303
O 16.9448 1.6298 -12.2853  -0.644
O 18.5719 7.0785 -10.7717  -0.588
H 13.8362 7.5704 -10.5254  0.332
H 18.9944 7.8290 -11.1895  0.272
H 11.8925 5.7202 -7.6787  0.324
Kr 15.7434 4.4787 -10.0475  0.012
H 20.3290 4.7677 -10.3977  0.319
H 12.7715 3.3726 -11.8927  0.396
H 12.0405 4.0009 -8.8780  0.343
H 13.1418 5.1760 -7.0192  0.271
O 19.2503 3.5317 -7.9791  -0.724
H 10.8738 3.0845 -9.1794  0.322
H 16.7253 7.6133 -8.1849  0.298
H 14.5177 5.3779 -12.8490  0.271
H 18.8887 4.9712 -10.8171  0.325
O 11.8272 3.0934 -9.0950  -0.679
H 13.6035 6.8253 -9.2283  0.298
H 19.3060 2.5930 -8.1578  0.322
H 17.2185 3.1746 -7.8521  0.335
H 13.2760 1.4416 -11.2914  0.261
H 11.4134 4.0319 -12.0058  0.276
O 12.1595 3.7408 -12.5300  -0.645



2 comes first in stability; the runner-up is 0.0214 hartree higher.



1:
The following is a DFT calculation (ωB97M-V/def2-TZVPD) of a 2-piece molecular cluster, C4H11NO3 overall.

Properties
- SMILES: O=CNCCCO.O
- HOMO-LUMO gap: 0.3676 Ha
- LUMO: 0.31 eV

Each line ends with the Mulliken charge.
Positions of all 19 atoms, in Å:
H 1.9653 3.0360 5.9279  0.319
H -2.3685 -0.9226 -1.6600  0.430
H -1.6427 -0.0039 0.3630  0.344
C 0.0568 1.2272 -0.2721  -0.370
H 0.5924 -0.8570 -1.7683  0.231
O 0.0083 2.5251 -0.8890  -0.535
H 0.2157 1.3600 0.7996  0.291
C -1.2966 0.5736 -0.5110  -0.486
O 0.7351 -3.2107 -1.2272  -0.577
H 0.9450 0.7071 -0.6384  0.226
H 0.2657 3.2270 -0.2856  0.299
C -1.4130 -0.4065 -1.6903  -0.778
C -0.2903 -2.6248 -1.5145  0.098
O 2.0773 2.1512 6.2861  -0.638
H 1.7828 1.5087 5.6335  0.319
H -1.4625 0.1975 -2.5892  0.273
H -1.2389 -3.1788 -1.5264  0.315
N -0.3051 -1.3115 -1.8452  -0.122
H -2.0499 1.3545 -0.5512  0.360



2:
The following is a DFT calculation (ωB97M-V/def2-TZVPD) of C4H11NO3 as an isolated structure.

Properties
- HOMO-LUMO gap: 0.3224 Ha
- LUMO: 0.71 eV

Each line ends with the Mulliken charge.
Positions of all 19 atoms, in Å:
O -1.3738 -1.2016 -0.7628  -0.458
H 1.8275 1.8691 -0.4660  0.351
C -1.2692 -0.3177 0.2460  -0.178
C 1.6633 -1.1128 0.6842  -1.490
H -0.3712 1.4609 1.0446  0.256
H -3.3383 0.5365 -0.3407  0.226
C -0.5263 0.8938 0.1349  -0.441
H -0.5268 1.4133 -0.8181  0.497
H 1.9537 -0.7012 -1.7976  0.313
H -1.3660 -0.7806 1.2234  0.382
O 1.1245 -0.2707 -1.5270  -0.546
H 1.0283 -1.9843 0.5163  0.378
C 1.2081 0.0637 -0.1446  0.691
O 2.1477 1.0967 0.0204  -0.584
H 2.6891 -1.4039 0.4121  0.413
H -0.9157 -0.8337 -1.5440  0.429
N -2.6442 1.0448 0.2053  -0.797
H -2.9772 1.0864 1.1676  0.228
H 1.6665 -0.8585 1.7458  0.330



1 comes first in stability; the runner-up is 0.1016 hartree higher.